Computed, not measured: a 11-piece molecular cluster, C11H43ClO14 overall, with ωB97M-V/def2-TZVPD.

* gap between HOMO and LUMO: 8.7 eV
* HOMO level: -0.355 Ha
* ΔE to the lowest compared entry with this formula, charge and spin: 33.64 kJ/mol

Structure (XYZ):
```
69
Properties=species:S:1:pos:R:3:forces:R:3
O -12.7696 17.3551 -7.7938 0.01 -0.56 0.15
H -12.5642 18.2151 -8.2936 0.63 0.42 -0.43
H -13.5966 16.9174 -8.0719 0.11 0.38 -0.13
H -12.7180 17.4721 -6.8301 -0.24 0.16 -0.20
Cl -13.9020 18.1443 -11.8837 -2.28 0.75 -1.74
O -15.3013 17.7765 -11.9814 0.26 -0.44 0.44
O -13.4106 17.9044 -10.5679 0.76 -0.85 1.64
O -13.1680 17.4004 -12.8571 0.74 -0.19 0.16
O -13.8317 19.5558 -12.1267 0.64 0.64 -0.21
C -15.0095 21.3806 -15.2209 -0.15 0.74 0.05
C -13.5303 21.4700 -15.5758 0.30 -0.24 0.56
C -13.0909 22.9215 -15.6340 -0.28 0.40 -1.26
O -12.7033 20.7847 -14.6156 -0.55 0.08 -0.03
H -15.2460 22.1768 -14.5070 0.00 -0.12 0.12
H -15.3475 20.4468 -14.7729 0.22 -0.20 -0.25
H -15.6013 21.6150 -16.1077 -0.09 -0.22 0.00
H -13.3559 20.9703 -16.5338 0.06 0.13 -0.03
H -13.2659 23.4565 -14.7025 0.24 -0.21 0.18
H -13.6671 23.4588 -16.4009 -0.18 -0.13 0.12
H -12.0678 23.0293 -15.9959 0.17 -0.15 0.48
H -13.2803 20.6076 -13.8605 0.28 -0.23 0.13
C -15.5664 19.4815 -8.5080 -0.85 0.70 -0.93
O -14.4881 19.6107 -7.5998 0.31 -0.63 0.46
H -16.4314 20.0995 -8.2433 0.19 0.06 0.25
H -15.2835 19.7770 -9.5218 0.11 -0.14 0.04
H -15.9594 18.4662 -8.5618 0.48 -0.17 0.27
H -14.1658 20.5144 -7.5880 -0.16 0.09 -0.18
C -10.4023 15.2941 -13.9025 -0.39 0.30 0.29
O -10.3946 13.9049 -14.1987 0.08 0.10 0.00
H -10.9380 15.5014 -12.9747 0.17 -0.03 0.13
H -9.3807 15.6543 -13.7957 0.08 -0.12 -0.05
H -10.9111 15.8989 -14.6579 0.08 -0.19 -0.28
H -11.1580 13.5123 -13.7688 -0.05 -0.03 -0.13
C -14.1189 17.3692 -16.0620 0.18 -0.95 -0.30
O -14.6828 16.5132 -17.0846 0.02 0.64 0.12
H -14.8939 17.6428 -15.3496 0.00 0.10 -0.02
H -13.3584 16.7690 -15.5612 0.04 0.30 0.30
H -13.6449 18.2502 -16.4929 -0.12 0.12 0.10
H -14.3498 16.8547 -17.9172 -0.13 -0.21 -0.12
C -9.4481 18.8432 -11.8223 -0.43 0.01 -1.11
O -10.5183 19.7844 -11.7271 -0.09 0.05 0.87
H -9.1688 18.7650 -12.8757 0.23 -0.16 0.05
H -8.5864 19.2233 -11.2810 -0.11 0.04 0.21
H -9.7418 17.8505 -11.4762 0.08 0.00 0.20
H -11.1874 19.6422 -12.4087 0.15 -0.12 -0.07
C -11.8139 14.4384 -10.4028 0.69 -0.49 -0.07
O -11.3019 15.7528 -10.4301 0.09 0.26 0.37
H -12.9031 14.4032 -10.3923 -0.02 -0.09 -0.17
H -11.3756 13.8436 -11.2134 -0.50 0.12 -0.36
H -11.4213 13.9068 -9.5306 -0.20 0.39 0.31
H -11.9048 16.3434 -10.8963 -0.12 -0.12 -0.04
C -10.3752 20.0968 -8.4205 -0.18 0.05 0.36
O -11.2814 19.1542 -8.9682 -0.67 -0.54 0.09
H -9.9387 19.6487 -7.5255 0.19 -0.02 -0.14
H -9.5952 20.3607 -9.1311 -0.02 -0.02 0.00
H -10.8991 20.9984 -8.0904 0.01 0.06 -0.23
H -11.3011 19.1777 -9.9424 0.11 0.39 -0.03
C -15.7868 14.6628 -13.4714 -0.95 0.46 -0.67
O -15.2474 13.4911 -14.0529 0.23 -0.25 0.28
H -15.3073 14.8964 -12.5239 0.19 -0.05 -0.14
H -15.7228 15.5033 -14.1703 0.45 0.13 0.31
H -16.8721 14.5738 -13.3064 0.16 -0.28 0.24
H -15.3300 13.5543 -15.0065 -0.01 0.05 -0.02
C -18.7419 18.6834 -12.3233 0.66 0.58 0.43
O -17.6381 19.4931 -11.9137 -0.06 -0.04 -0.05
H -18.7060 17.7215 -11.8051 -0.14 -0.14 -0.26
H -19.6298 19.2249 -11.9989 -0.11 -0.13 -0.17
H -18.7347 18.5756 -13.4099 -0.23 -0.25 0.03
H -16.8174 19.0198 -12.1139 -0.07 0.00 0.10
```
Positions in Å, forces in eV/Å.

Results of the natural (NBO) charge analysis, in e, for atoms 1 through 5:
1 O -0.78
2 H 0.60
3 H 0.56
4 H 0.55
5 Cl 2.58